[1]
Entry from the OMol25 dataset: 7 unconnected molecules or ions with the total composition C10H33N4O7 in a non-equilibrium geometry (ωB97M-V/def2-TZVPD).

Values from the calculation:
Spin multiplicity ... 1
Energy ... -31201.3473 eV
Net charge ... -1
Frontier orbital gap ... 9.186 eV
ΔE to the lowest compared entry with this formula, charge and spin ... 0.0 kJ/mol
HOMO level ... -6.2192 eV

XYZ file:
```
54
Properties=species:S:1:pos:R:3:forces:R:3:nbo_charge:R:1
H -0.098 -2.821 2.832 0.39 0.48 -0.15 0.37
O -2.318 -3.581 0.798 -0.04 0.10 0.15 -0.66
H 0.402 3.579 0.553 -0.17 0.17 -0.23 0.51
H 2.796 -2.620 -2.614 0.11 0.40 -0.39 0.21
N 2.267 -1.120 1.655 0.27 0.00 -0.39 -0.86
H 1.589 1.988 1.077 0.02 -0.02 -0.09 0.16
H -1.810 -3.797 3.909 -0.32 0.09 0.14 0.38
C -3.764 -0.288 -0.347 -0.05 0.56 0.03 -0.06
H 3.643 4.151 1.352 0.06 -0.19 -0.24 0.20
H 1.528 -1.012 0.983 -0.21 -0.29 0.16 0.40
H 2.973 3.181 2.573 0.23 -0.48 0.08 0.20
H -0.743 1.645 0.005 -0.50 -0.61 0.27 0.52
O -0.477 -0.063 0.276 0.83 -0.05 -0.71 -1.25
C 0.873 -2.083 -1.926 0.69 0.32 -0.31 -0.06
C -5.064 0.499 -0.298 0.02 -0.16 -0.23 -0.62
H -0.328 -2.038 1.245 -0.11 0.21 0.07 0.45
N -0.653 -2.592 2.028 -0.71 -0.91 0.29 -0.86
C -1.451 2.997 -1.244 -1.23 0.24 0.15 -0.06
H 1.689 -2.144 -3.981 0.09 0.18 0.01 0.20
H 2.907 -0.485 -0.641 0.39 0.05 -0.12 0.43
O 1.332 -0.774 -1.585 -0.48 0.16 -0.13 -0.81
H -3.081 -4.465 2.891 -0.05 -0.10 0.38 0.40
H 4.223 2.504 1.431 -0.24 -0.48 0.07 0.21
H 0.438 0.203 0.419 -0.33 0.37 0.71 0.41
H -5.683 0.122 0.518 -0.07 0.00 -0.04 0.20
O -3.140 -0.230 0.919 -0.09 -0.35 -0.47 -0.76
H -1.508 4.092 -1.251 0.62 0.00 0.07 0.16
O 1.302 3.954 0.583 0.14 -0.15 -0.15 -0.76
O 4.450 -0.662 2.136 -0.12 -0.21 -0.04 -0.70
H -2.188 -0.294 0.715 0.25 0.17 0.53 0.52
C -1.753 -3.399 1.863 0.29 0.40 -0.56 0.78
H -5.595 0.373 -1.247 -0.11 0.03 0.11 0.19
H 1.587 -3.709 -3.121 -0.26 0.13 -0.27 0.20
C 2.146 2.825 0.635 0.33 -1.01 0.63 -0.07
H 0.985 -2.727 -1.048 -0.38 -0.12 -0.02 0.16
H -0.454 3.148 -3.187 -0.14 0.07 0.03 0.20
H 2.094 -1.500 2.563 0.00 0.17 0.11 0.40
H -0.163 -2.041 -2.262 -0.10 -0.08 0.22 0.18
H 0.587 -0.359 -1.060 -0.08 -0.35 -0.23 0.52
H 0.379 2.169 -1.996 -0.02 0.12 0.00 0.22
H -3.089 0.156 -1.090 -0.08 -0.02 -0.10 0.15
H 4.593 -0.040 -0.244 -0.04 0.07 -0.15 0.39
H -4.897 1.564 -0.139 0.12 -0.01 0.07 0.20
H -1.023 1.523 -2.806 -0.11 0.01 0.12 0.21
O -1.056 2.579 0.044 0.39 0.57 -0.13 -0.78
H -2.519 2.746 -1.377 0.18 -0.34 -0.15 0.15
C 3.330 3.111 1.543 -0.19 1.64 0.13 -0.63
N 3.706 -0.436 -0.004 -0.46 -0.20 0.41 -0.88
N -2.191 -4.021 3.012 0.26 -0.16 -0.42 -0.87
C 1.779 -2.634 -3.017 0.11 -0.85 0.89 -0.62
C 3.537 -0.739 1.320 0.42 0.26 0.05 0.77
H -3.980 -1.309 -0.688 0.11 -0.13 0.26 0.15
H 2.505 2.442 -0.331 -0.18 0.49 -0.25 0.15
C -0.612 2.437 -2.374 0.51 -0.22 -0.16 -0.65
```
Forces are in eV/Å.

=====

[2]
Entry from the OMol25 dataset: 3 unconnected molecules or ions with the total composition C3H6ClNOS in a non-equilibrium geometry (ωB97M-V/def2-TZVPD).

Values from the calculation:
Spin multiplicity ... 1
Energy ... -30100.7972 eV
Frontier orbital gap ... 8.645 eV
ΔE to the lowest compared entry with this formula, charge and spin ... 257.6 kJ/mol
HOMO level ... -9.4055 eV

XYZ file:
```
13
Properties=species:S:1:pos:R:3:forces:R:3:nbo_charge:R:1
N -1.449 0.169 0.620 -0.57 -0.03 1.98 -0.85
S 1.271 -0.189 -1.834 -1.59 0.18 0.17 0.50
H 0.154 1.125 1.676 0.65 0.44 -0.43 0.31
H 2.548 -1.599 -0.449 1.09 -0.30 -0.25 0.23
H 1.640 -0.442 0.607 0.16 -1.11 -2.08 0.26
C 1.601 -1.142 -0.332 -0.14 2.05 2.25 -0.81
C -0.310 0.309 -1.727 1.52 0.37 -1.30 -0.50
H -1.127 0.356 -0.329 0.34 -0.23 -1.33 0.39
H 0.923 -1.902 -0.023 -1.02 -0.54 -0.51 0.25
H -0.578 0.954 -2.606 0.60 -0.63 0.38 0.18
O -3.419 0.300 1.864 -2.45 0.20 1.26 -0.52
C -2.513 0.274 1.168 2.12 -0.30 -0.64 0.85
Cl 1.261 1.786 1.365 -0.71 -0.09 0.51 -0.31
```
Forces are in eV/Å.

=====

[3]
Entry from the OMol25 dataset: a molecular structure, C22H37ClCuO4Si in a non-equilibrium geometry (ωB97M-V/def2-TZVPD).

Values from the calculation:
Spin multiplicity ... 2
Energy ... -96647.5142 eV
Net charge ... -2
Frontier orbital gap (alpha / beta) ... 5.242 / 5.216 eV
⟨S²⟩ ... 0.76
HOMO level (alpha / beta) ... -0.4361 / -0.4102 eV

XYZ file:
```
66
Properties=species:S:1:pos:R:3:forces:R:3:lowdin_spin:R:1
H 0.806 -2.371 -4.498 0.13 0.09 0.13 0.00
H -0.756 -1.830 -2.326 0.28 -0.01 -0.02 0.00
Cu 1.736 -0.056 -3.431 0.23 -0.30 1.62 0.45
O -0.228 0.646 -0.799 -0.21 -1.06 1.08 0.00
O -0.949 1.368 1.709 -0.01 0.81 0.09 0.00
H -1.364 4.654 2.154 -0.04 -0.10 0.00 0.00
C 0.269 1.227 -4.522 -0.10 0.12 -0.69 0.00
C -2.970 -1.347 1.402 0.63 0.34 -0.61 0.00
H -1.764 -3.128 1.654 0.04 0.22 0.10 0.00
H 0.824 -2.795 3.232 0.10 0.09 -0.11 0.00
H 0.829 -2.103 -0.184 0.06 0.34 -0.20 0.00
H -3.605 -2.840 -0.024 -0.03 0.13 0.06 0.00
C 0.855 -0.102 3.656 0.03 0.29 0.36 0.00
H -4.129 0.457 1.647 0.14 -0.04 0.09 0.00
C 2.517 1.268 -5.049 -0.26 -0.03 -0.97 0.02
C -2.276 -2.384 2.274 0.09 -0.27 0.33 0.00
H 2.558 -0.786 -5.973 -0.17 0.22 0.30 0.00
H 3.533 1.628 -5.191 -0.23 -0.24 0.27 0.00
H -0.096 -0.827 -5.316 0.20 0.39 0.01 0.00
H 1.665 -0.070 4.396 -0.03 -0.06 -0.07 0.00
C 1.314 -0.846 2.411 -0.62 0.03 -0.64 0.00
H 1.270 2.655 0.524 -0.07 -0.06 0.22 0.00
C 0.324 -1.958 -2.342 0.64 -1.21 0.02 0.00
H 2.476 -2.236 3.579 -0.03 -0.04 -0.07 0.00
H -2.340 2.885 -0.108 0.03 0.08 -0.08 0.00
C 2.513 -2.147 -1.637 -0.64 -0.71 -0.66 0.01
C 1.691 -2.268 2.813 0.01 -0.26 -0.03 0.00
H -3.034 -2.902 2.874 0.00 -0.02 -0.02 0.00
C -1.503 3.584 2.349 -0.11 -0.06 0.15 0.00
H -2.870 0.241 2.892 -0.04 -0.02 -0.23 0.00
C -3.611 -0.277 2.275 -0.14 0.17 0.23 0.00
H 3.372 -2.232 -0.977 -0.05 0.25 -0.20 0.00
H -0.728 1.510 -4.195 0.38 -0.11 0.17 0.00
H -4.346 -0.741 2.944 -0.02 0.02 -0.03 0.00
H 1.196 2.827 2.320 0.00 -0.01 -0.12 0.00
C -1.247 2.984 -0.092 -0.03 0.34 -0.31 0.00
H 1.549 2.997 -3.996 -0.03 -0.50 -0.03 0.01
H -1.561 -1.935 2.970 -0.03 -0.04 -0.29 0.00
H -1.145 3.360 3.364 -0.08 0.04 -0.10 0.00
H -2.574 3.348 2.291 0.17 0.03 0.06 0.00
H 3.347 -0.163 2.497 0.00 0.03 -0.06 0.00
H 0.002 -0.619 4.112 0.01 0.14 -0.07 0.00
C 1.162 -2.059 -1.209 0.39 -0.42 -0.83 0.05
Cl 2.734 1.039 -1.800 0.85 0.53 0.87 0.04
C 0.603 -0.020 -5.122 -0.67 0.89 -0.87 0.08
O 0.241 -0.951 1.460 0.56 -0.22 1.26 0.00
H -4.778 -2.512 1.276 -0.04 -0.02 -0.06 0.00
H 2.282 0.883 1.527 0.03 -0.27 -0.03 0.00
H 0.570 0.927 3.417 -0.08 -0.28 0.03 0.00
O -2.084 -0.762 0.439 -1.35 -0.60 0.78 0.00
H -4.567 -1.347 -0.058 0.09 -0.05 0.06 0.00
H -0.785 2.189 -0.755 -0.42 0.72 0.51 0.00
C 1.150 -2.128 -3.503 -0.07 0.13 1.13 0.09
H 3.394 -2.275 -3.710 -0.14 0.02 0.15 0.00
C 2.007 -0.001 -5.455 0.19 1.08 -1.03 0.06
C 2.529 -2.142 -3.064 -0.07 -0.87 1.05 0.06
H 2.818 -0.667 0.866 -0.11 0.15 0.08 0.00
C 0.740 3.120 1.367 0.26 0.03 -0.02 0.00
H 0.838 4.209 1.267 0.01 -0.13 0.00 0.00
H 2.065 -2.832 1.952 -0.10 0.10 0.07 0.00
C 1.455 2.008 -4.445 -0.22 -0.09 -0.68 0.13
H -0.951 3.980 -0.449 -0.19 0.06 0.16 0.00
C 2.512 -0.157 1.785 0.22 0.17 -0.15 0.00
C -0.736 2.750 1.330 -0.33 -0.31 -0.34 0.00
Si -0.699 0.127 0.609 1.11 0.44 -1.60 0.00
C -4.050 -2.056 0.597 -0.16 -0.08 -0.22 0.00
```
Forces are in eV/Å.

=====

[4]
Entry from the OMol25 dataset: a molecular structure, C45H37BeNO5P2S (ωB97M-V/def2-TZVPD).

Values from the calculation:
Spin multiplicity ... 1
Energy ... -88811.5580 eV
Frontier orbital gap ... 8.779 eV
HOMO level ... -8.3966 eV

XYZ file:
```
92
Properties=species:S:1:pos:R:3:forces:R:3:mulliken_charge:R:1
C 3.304 0.054 5.227 -0.02 0.00 -0.02 -0.62
C -1.057 -2.234 -1.944 -0.01 -0.02 -0.03 -0.24
C 3.682 -0.100 3.903 -0.01 0.02 0.05 -0.92
H -2.677 5.298 2.377 -0.01 0.02 0.00 0.40
S -0.573 2.015 -2.323 -0.06 0.06 0.10 1.71
C 1.983 0.355 5.543 0.05 0.00 -0.04 -0.81
H 1.380 -2.152 -4.299 0.02 0.00 0.00 0.44
C 1.847 -4.286 1.373 0.08 0.02 -0.04 -0.31
H 3.674 1.094 -5.084 0.01 0.01 -0.01 0.45
H -1.239 -1.970 -0.907 0.01 0.02 0.01 0.19
H 2.845 -6.164 1.181 0.00 -0.02 0.00 0.43
C 2.985 -5.011 -0.625 -0.04 0.02 0.05 -0.95
C 1.953 -2.828 -0.568 0.09 -0.11 -0.08 0.38
C 2.897 -0.818 -2.402 -0.09 -0.08 -0.05 0.32
H -2.274 4.317 -2.598 0.02 0.02 -0.01 0.55
H 0.400 3.750 0.245 0.01 -0.02 -0.02 0.12
C 2.747 0.050 2.887 0.08 0.08 -0.06 -0.18
C -6.382 2.930 -0.855 -0.01 0.00 0.02 -1.72
H -2.548 0.052 3.233 0.01 0.00 0.02 0.51
C 2.672 -3.813 -1.243 0.04 -0.03 0.04 -0.02
H -4.922 0.651 -0.615 0.00 -0.02 0.02 0.36
C -1.136 -3.369 2.073 -0.16 -0.01 0.08 -1.01
C -0.602 -2.910 -4.591 0.02 0.01 0.00 -0.82
H -0.755 -4.318 1.724 0.02 -0.01 0.00 0.62
C -2.147 4.356 2.329 0.02 -0.03 0.00 -0.93
C -2.879 -2.070 3.133 0.03 0.04 -0.03 -0.98
C -4.943 2.706 -1.230 -0.03 -0.05 -0.03 0.89
H 1.683 0.478 6.575 0.00 0.00 0.02 0.41
H -3.584 3.425 1.023 0.02 -0.02 0.03 0.40
C -2.379 -3.286 2.695 0.07 -0.02 -0.03 -0.82
C 0.417 -2.334 -3.842 -0.03 -0.07 0.00 -0.77
H 3.056 -0.028 1.853 -0.03 0.00 -0.02 0.39
H -0.528 5.024 3.568 0.01 0.02 0.01 0.41
H -2.957 -4.189 2.836 -0.01 -0.01 0.01 0.42
H -3.035 -2.995 -2.240 -0.01 0.00 0.01 0.48
H 1.721 0.246 -3.858 -0.07 0.01 -0.01 0.53
H -6.715 2.196 -0.121 -0.01 0.00 0.01 0.37
O 2.429 1.356 0.014 0.06 -0.07 0.04 -0.55
H -3.841 -2.023 3.624 -0.02 0.00 0.01 0.47
C 0.935 3.138 -0.488 -0.18 0.05 0.04 -0.59
H -2.366 1.309 0.895 0.05 0.03 0.14 0.58
C -0.415 -2.202 1.910 0.06 -0.12 -0.17 0.04
C 0.189 -1.989 -2.519 -0.04 -0.03 0.05 0.70
H 5.963 0.573 -4.298 -0.01 0.00 0.00 0.40
C 1.426 0.350 3.196 -0.09 -0.12 -0.04 0.12
C 3.822 0.472 -4.211 -0.01 0.00 0.01 -0.92
C -2.147 -0.905 2.925 -0.10 0.01 0.00 -0.32
C 4.185 -1.088 -1.947 0.07 0.01 0.01 -0.75
C -1.842 -3.146 -4.020 0.00 -0.01 0.00 -0.62
H -4.638 4.699 -1.949 -0.01 0.02 0.00 0.38
H -7.032 2.843 -1.728 0.01 -0.01 -0.02 0.39
C -4.343 1.461 -1.044 -0.01 0.00 -0.06 -0.44
Be 1.069 0.686 -0.324 -0.36 -0.03 0.13 0.05
H 2.992 -3.635 -2.263 0.00 0.01 0.00 0.51
C -2.862 3.524 -2.159 -0.06 -0.01 0.07 -0.66
C -2.662 3.306 1.578 -0.01 0.05 0.04 -0.72
C 2.583 -5.238 0.687 0.01 0.00 -0.01 -0.65
C 1.050 0.497 4.531 -0.09 -0.07 0.09 -0.33
N 0.154 1.963 -0.904 0.53 -0.23 -0.30 0.21
H 4.711 -0.322 3.653 0.02 0.00 0.00 0.46
H 1.190 3.770 -1.338 0.00 0.03 0.00 0.66
C -1.975 2.107 1.513 0.03 -0.04 0.05 -0.30
H -0.422 -3.170 -5.626 -0.01 0.00 -0.01 0.43
H 0.707 2.907 3.424 -0.02 0.00 0.02 0.43
C -4.186 3.727 -1.793 0.02 0.05 -0.05 -0.66
C 2.718 -0.016 -3.529 0.06 0.03 0.02 -0.23
H 3.544 -5.764 -1.162 0.02 -0.02 0.00 0.45
H -2.634 -3.589 -4.610 -0.01 -0.01 0.00 0.39
C -2.068 -2.812 -2.691 0.00 0.01 0.00 -0.80
C 2.242 2.656 0.150 -0.11 -0.09 0.02 0.51
O 2.983 3.405 0.736 0.13 0.13 0.00 -0.74
O -0.522 0.691 -2.907 0.11 0.08 0.01 -0.62
C -0.771 1.939 2.197 -0.07 -0.08 0.03 0.34
C -2.285 2.283 -1.957 -0.03 0.02 0.09 -0.14
H 0.018 0.718 4.783 0.02 0.00 -0.03 0.43
H 1.542 -4.440 2.398 -0.02 -0.01 0.01 0.64
O 0.817 -2.099 1.328 0.28 0.09 0.25 0.46
C -0.253 3.000 2.933 0.06 0.05 0.00 -1.02
H 6.281 -0.801 -2.266 0.01 0.00 0.01 0.42
O -0.136 3.150 -3.099 -0.03 -0.13 -0.05 -0.87
C 5.104 0.183 -3.766 0.01 0.01 -0.02 -0.62
H 4.339 -1.678 -1.053 -0.01 0.01 -0.01 0.41
C -0.913 -0.959 2.298 -0.06 0.08 0.04 0.44
C -3.024 1.246 -1.403 -0.13 0.01 -0.23 -0.78
P 0.182 0.432 1.864 0.16 0.17 -0.02 2.56
H -6.533 3.925 -0.436 0.01 0.01 0.00 0.39
C 1.523 -3.104 0.725 -0.21 0.03 -0.15 -1.24
C 5.285 -0.591 -2.630 -0.04 0.01 -0.02 -0.86
H 4.037 -0.055 6.016 0.01 -0.01 0.01 0.40
H -2.568 0.273 -1.273 0.04 -0.03 -0.01 0.53
P 1.447 -1.286 -1.416 -0.02 0.25 0.03 2.33
C -0.944 4.202 3.001 -0.02 0.01 -0.01 -0.77
```
Forces are in eV/Å.

=====

[5]
Entry from the OMol25 dataset: a gas-phase ion, C6H5ClF3N2O (charge +1) in a non-equilibrium geometry (ωB97M-V/def2-TZVPD).

Values from the calculation:
Spin multiplicity ... 3
Energy ... -31992.5653 eV
Net charge ... +1
Frontier orbital gap (alpha / beta) ... 7.164 / 9.144 eV
⟨S²⟩ ... 2.03
HOMO level (alpha / beta) ... -12.2002 / -15.8262 eV

XYZ file:
```
18
Properties=species:S:1:pos:R:3:forces:R:3:lowdin_spin:R:1
H 2.138 -1.791 -1.276 2.85 0.53 -1.55 0.00
C -2.402 -0.079 1.588 -0.37 -1.48 0.16 0.36
N -1.440 -0.644 0.864 1.72 -1.33 -1.99 0.12
C 0.844 -0.298 -0.372 2.45 -0.15 1.55 0.06
H 0.478 -1.950 -1.582 -0.11 -0.47 -0.51 0.00
C -0.414 -0.349 0.311 -2.46 0.16 1.81 0.41
F 1.864 0.951 -2.169 -0.62 -0.64 0.99 0.00
H -1.253 3.049 1.666 0.54 2.05 0.39 0.05
H 1.227 -2.575 -0.146 -0.51 0.87 0.67 0.00
C 1.225 -1.723 -0.839 -3.07 0.01 0.01 0.02
N -2.185 1.168 1.814 -1.89 1.49 1.70 0.20
H 2.500 -0.534 0.601 -0.46 0.95 0.27 0.00
O 1.807 0.167 0.602 0.14 -0.98 -0.57 0.04
C -1.626 2.123 1.420 1.25 -0.44 -1.24 0.55
F -0.229 0.499 -2.275 -1.16 -0.33 -0.56 0.01
F 0.475 2.043 -0.951 -0.12 -0.86 0.52 0.02
Cl -3.733 -0.870 2.180 -0.07 -0.36 0.03 0.15
C 0.724 0.813 -1.434 1.89 0.98 -1.69 0.01
```
Forces are in eV/Å.

=====

[6]
Entry from the OMol25 dataset: C2H6O in the gas phase (ωB97M-V/def2-TZVPD).

Values from the calculation:
Spin multiplicity ... 1
Energy ... -4218.4078 eV
Structure (SMILES) ... CCO
Frontier orbital gap ... 11.343 eV
ΔE to the lowest compared entry with this formula, charge and spin ... 5.7 kJ/mol
HOMO level ... -10.3313 eV

XYZ file:
```
9
Properties=species:S:1:pos:R:3:forces:R:3:nbo_charge:R:1
H 1.889 -1.078 -0.222 -0.16 0.05 0.18 0.47
C 0.504 0.281 0.073 -0.30 0.43 -0.13 -0.06
H -1.192 -0.821 -0.682 0.02 0.09 0.05 0.21
H -1.487 0.912 -0.456 0.06 -0.09 0.07 0.21
C -0.996 0.032 -0.027 -0.07 -0.01 -0.03 -0.63
H 0.849 0.692 -0.891 0.06 -0.25 0.27 0.16
H 0.697 1.054 0.832 0.04 -0.15 -0.10 0.16
H -1.464 -0.165 0.943 0.23 -0.03 -0.11 0.21
O 1.200 -0.907 0.429 0.14 -0.03 -0.19 -0.73
```
Forces are in eV/Å.